Arrangement i

The following is a quantum chemistry calculation of a 2-piece molecular cluster, C4H12N2O overall, from the Open Molecules 2025 dataset.

```
19
Properties=species:S:1:pos:R:3:lowdin_charge:R:1
N -1.92223 -1.40151 -2.72467 -0.01
C -0.89796 -0.58423 -2.08708 -0.38
N -1.31289 0.47846 -1.18622 0.00
H -2.51632 -1.84020 -2.03184 0.06
H -2.51120 -0.83397 -3.32194 0.06
H -0.24273 -1.24842 -1.52494 0.10
H -0.30339 -0.12273 -2.87495 0.11
H -1.84396 1.19195 -1.67379 0.06
H -1.92706 0.13156 -0.45680 0.06
C 0.77988 -0.32822 1.69522 -0.28
O -0.16877 0.34458 2.52761 -0.07
C 1.49959 0.67026 0.84866 -0.17
C 2.74341 1.05975 1.07279 0.01
H 0.25409 -1.03265 1.04602 0.10
H 1.50359 -0.87578 2.30141 0.11
H -0.44282 -0.26937 3.21387 0.08
H 0.98096 1.08225 -0.00761 0.08
H 3.23192 1.77904 0.43279 0.05
H 3.31860 0.66602 1.90550 0.06
```

Computed properties:
structure (SMILES) = C=CCO.NCN
gap between HOMO and LUMO = 9.97 eV
highest occupied orbital energy = -0.334 hartree
LUMO energy = 0.9 eV

=====

Arrangement ii

The following is a quantum chemistry calculation of C4H12N2O in the gas phase, from the Open Molecules 2025 dataset.

```
19
Properties=species:S:1:pos:R:3:lowdin_charge:R:1
N -1.55352 -1.42995 1.63048 0.00
C -0.70548 -1.81584 0.54168 -0.33
C -0.76817 -1.10525 -0.76502 -0.22
N -0.44573 0.35014 -0.59036 -0.10
C 1.02133 0.52035 -0.32190 -0.18
C 1.49779 1.97890 -0.15245 -0.20
O 0.54216 2.97736 -0.62714 -0.09
H -0.26681 2.48268 -0.70414 0.03
H -1.67712 -0.43413 1.77671 0.06
H -1.25489 -1.72631 2.54968 0.07
H -0.94044 -2.84051 0.22036 0.11
H 0.34717 -1.85484 0.88518 0.10
H -0.04569 -1.45649 -1.50444 0.11
H -1.79758 -1.13654 -1.12842 0.12
H -0.84746 0.95866 -1.28394 0.09
H 1.24246 0.05843 0.64154 0.10
H 1.49849 -0.01579 -1.15960 0.11
H 2.30660 2.21069 -0.84835 0.11
H 1.84688 2.27843 0.84013 0.11
```

Computed properties:
structure (SMILES) = NCCNCCO
gap between HOMO and LUMO = 9.95 eV
highest occupied orbital energy = -0.330 hartree
LUMO energy = 1.0 eV

=====

Tell me which of them is the least stable. Sure, it is arrangement ii.